Formula: C17H37N2OPRbS4Sb3
Source: OMol25
Level of theory: ωB97M-V/def2-TZVPD

```
66
Properties=species:S:1:pos:R:3:forces:R:3:lowdin_charge:R:1
Rb 1.60136 0.13690 -1.99763 -0.073 0.345 -0.041 0.349
C 0.19077 1.04924 3.20833 0.000 0.018 -0.049 -0.349
Sb 0.30207 -0.20357 1.44346 -0.083 -0.122 0.120 1.278
C 1.79481 -1.50294 2.33800 0.002 0.011 -0.072 -0.345
C -1.31164 -1.54172 2.06472 0.023 0.071 -0.064 -0.319
C -2.56174 -0.85153 2.50856 0.016 -0.027 -0.013 -0.280
C -2.66909 -0.45019 3.84193 -0.015 0.005 -0.005 -0.092
C -3.77660 0.22846 4.32421 0.015 -0.010 -0.020 -0.121
C -4.82021 0.51323 3.45365 -0.004 0.014 0.047 -0.117
C -4.74305 0.09627 2.13637 0.003 -0.023 -0.047 -0.071
C -3.63560 -0.59576 1.63028 0.022 -0.035 0.085 -0.278
C -3.63202 -1.02772 0.21366 0.092 0.138 -0.106 -0.335
Sb -2.67350 0.39028 -1.19419 -0.294 -0.051 0.039 1.195
C -3.78148 -0.44362 -2.81955 0.047 -0.086 -0.045 -0.370
C -4.32569 1.83828 -0.84956 0.072 0.062 0.094 -0.370
H 0.22294 0.44558 4.11579 0.002 0.018 0.018 -0.012
H -0.73956 1.61714 3.18811 0.006 0.007 0.030 -0.006
H 1.03140 1.74497 3.20242 0.008 -0.004 -0.003 -0.013
H 1.65273 -1.53959 3.41902 -0.016 0.007 0.004 -0.006
H 2.79854 -1.14095 2.11101 0.000 0.001 0.006 -0.016
H 1.67706 -2.50596 1.92627 -0.001 -0.004 0.018 -0.006
H -0.88108 -2.11336 2.88931 0.001 -0.007 0.001 0.056
H -1.45835 -2.20489 1.21247 -0.020 0.003 0.012 0.016
H -1.85100 -0.68133 4.51570 -0.001 0.001 0.003 0.097
H -3.82183 0.52823 5.36463 -0.008 0.004 -0.001 0.085
H -5.69658 1.04691 3.80373 -0.003 -0.001 -0.010 0.087
H -5.56475 0.30080 1.45937 -0.004 0.006 0.006 0.100
H -4.65098 -1.11833 -0.16430 -0.004 -0.004 0.005 0.052
H -3.09987 -1.95929 0.03023 -0.003 -0.018 0.026 0.019
H -4.82481 -0.53975 -2.50961 0.002 0.032 0.017 -0.008
H -3.38187 -1.42104 -3.08791 0.022 0.025 -0.017 -0.042
H -3.69100 0.21308 -3.68182 0.007 -0.004 -0.009 -0.019
H -5.30661 1.36098 -0.92356 0.021 -0.043 -0.003 -0.020
H -4.27655 2.63510 -1.59663 0.043 -0.024 -0.017 -0.024
H -4.22643 2.29234 0.14052 -0.026 0.004 -0.012 -0.029
N 0.29095 2.82276 -1.38386 -0.029 -0.027 -0.070 -0.060
C 1.10161 4.01793 -1.52641 0.015 -0.028 -0.005 -0.297
C 1.78587 4.34551 -0.19993 0.002 -0.003 -0.005 -0.301
N 2.59198 3.27331 0.37463 0.008 0.009 -0.007 0.001
H -0.05459 2.45960 -2.27225 -0.058 -0.002 -0.014 -0.030
H -0.51764 2.97214 -0.79211 -0.008 -0.017 -0.006 0.050
H 0.54460 4.90458 -1.86774 0.006 0.007 0.003 0.100
H 1.86805 3.81646 -2.28222 -0.005 0.002 -0.006 0.110
H 1.01698 4.61313 0.53331 0.000 -0.003 0.003 0.101
H 2.41561 5.23111 -0.32716 -0.002 0.006 0.011 0.097
H 3.35079 3.02831 -0.25376 0.002 -0.011 0.005 0.061
H 2.01571 2.43820 0.43464 0.001 0.006 -0.003 0.015
S 1.90354 -2.17364 -4.37163 0.180 0.019 0.027 -0.297
Sb -0.37077 -1.76155 -3.99159 -0.116 -0.016 -0.095 -0.295
S -0.68585 -2.14995 -1.65867 -0.019 -0.062 0.119 -0.314
S -0.68685 0.57593 -4.24368 -0.031 -0.067 -0.040 -0.339
S -1.74220 -3.08139 -5.26000 -0.070 0.069 0.012 -0.349
C 5.72334 -2.10055 0.10320 0.032 0.019 -0.007 -0.184
P 4.49491 -1.57725 -1.12093 0.003 0.118 0.080 0.484
C 5.22492 -1.89059 -2.73187 0.001 0.012 -0.022 -0.187
C 3.15559 -2.76172 -0.97969 -0.024 0.113 -0.035 -0.207
O 4.11825 -0.13851 -0.90944 0.209 -0.349 0.038 -0.511
H 6.03562 -3.13190 -0.06383 0.006 -0.003 0.011 0.045
H 5.27282 -2.01192 1.09249 0.021 -0.014 0.014 0.042
H 6.58773 -1.43808 0.04807 0.007 -0.007 0.010 0.045
H 5.53117 -2.93406 -2.82014 0.014 0.003 -0.009 0.056
H 6.07903 -1.23032 -2.88610 0.009 -0.007 -0.005 0.050
H 4.45081 -1.69402 -3.48132 0.003 -0.008 0.000 -0.013
H 3.55462 -3.77550 -0.91471 0.001 -0.007 -0.001 0.062
H 2.51322 -2.70128 -1.87042 -0.006 -0.031 -0.004 -0.049
H 2.56039 -2.54298 -0.09386 -0.005 -0.030 0.004 0.021
```
Positions in Å, forces in eV/Å.

Calculated values
**Gap between HOMO and LUMO**: 4.89 eV
**E_LUMO**: 0.1304 hartree
**Total charge**: -2

***

Formula: CH2O4S2
Source: OMol25
Level of theory: ωB97M-V/def2-TZVPD

```
9
Properties=species:S:1:pos:R:3:forces:R:3:lowdin_charge:R:1
O 2.10769 0.12576 1.06824 -1.485 1.125 -0.840 -0.275
S 1.13597 0.51212 0.06756 1.717 -1.617 -1.430 0.704
O 1.53165 0.98285 -1.25287 -0.695 0.044 2.271 -0.290
C -0.63365 0.68800 0.31257 0.089 1.401 0.091 -0.256
S -0.32675 -1.09221 -0.44812 -1.368 0.213 -0.276 0.642
O -0.83736 -1.95365 0.58304 0.551 -0.122 0.368 -0.345
O -0.93474 -1.19203 -1.73319 0.430 -0.080 -0.984 -0.329
H -0.96196 0.20584 1.20746 0.251 0.360 1.297 0.041
H -1.08085 1.72333 0.19530 0.509 -1.323 -0.497 0.108
```
Positions in Å, forces in eV/Å.

Calculated values
**Gap between HOMO and LUMO**: 8.96 eV
**E_LUMO**: -0.0545 hartree
**SMILES**: O=S1(=O)CS1(=O)=O
**Total charge**: 0

***

Formula: C9H16N2O2
Source: OMol25
Level of theory: ωB97M-V/def2-TZVPD

```
29
Properties=species:S:1:pos:R:3:forces:R:3:lowdin_charge:R:1
O -2.57504 1.43081 -1.08593 -0.875 1.794 -0.231 0.102
C -2.05793 0.46477 -0.62680 1.278 -2.715 -0.308 -0.568
C -1.81408 -0.76966 -1.29551 -2.117 -1.494 -3.498 -0.015
C -1.24099 -1.88310 -0.76664 -0.928 3.568 1.768 -0.116
N -0.84921 -1.89793 0.53772 0.615 0.754 3.265 0.111
C -0.93900 -0.57963 1.33901 -0.112 -3.582 -0.779 -0.468
O -0.63345 -0.44469 2.48960 0.471 -0.562 -0.113 0.096
N -1.47986 0.39560 0.59949 0.109 5.196 2.497 0.177
H -2.40613 -0.74659 -2.28678 1.745 -0.582 1.291 0.150
H -0.96216 -2.70829 -1.27516 0.217 -2.680 -1.894 0.085
H -0.63635 -2.83261 1.06192 -0.351 2.805 -1.357 0.199
H -1.44120 1.38682 1.05295 -0.113 -2.533 -0.587 0.216
C 2.96546 -1.86085 -0.85496 -5.100 2.180 -0.478 -0.067
C 2.53694 -0.58314 0.03722 0.354 -1.928 -0.226 -0.264
C 1.76232 0.58464 -0.53192 0.606 -2.650 -1.028 -0.239
C 1.78404 1.77080 0.32749 -0.098 2.568 -1.810 -0.296
C 0.90480 2.96121 -0.09794 -1.526 -0.263 -0.318 -0.105
H 1.87988 -2.33412 -1.26912 3.315 0.548 1.258 0.124
H 3.52411 -1.55544 -1.70271 0.345 0.424 -1.028 0.034
H 3.62884 -2.39584 -0.24950 0.316 -1.664 0.870 0.032
H 3.43984 -0.21944 0.40126 1.945 0.800 0.794 0.075
H 2.03616 -0.95760 0.91735 -0.344 -0.307 0.374 0.088
H 2.33193 0.76547 -1.41707 -0.380 0.486 -1.370 0.112
H 0.80582 0.06203 -0.71778 -0.141 1.348 -0.466 0.099
H 2.75438 2.29558 0.41846 0.065 -1.029 -0.034 0.129
H 1.48013 1.52617 1.24630 -0.919 -1.216 3.953 0.055
H -0.24058 2.71358 -0.38049 2.759 0.479 0.351 0.096
H 0.86784 3.65698 0.79263 0.130 -0.326 -1.328 0.083
H 1.49965 3.34053 -0.96177 -1.264 0.582 0.433 0.077
```
Positions in Å, forces in eV/Å.

Calculated values
**Gap between HOMO and LUMO**: 9.77 eV
**E_LUMO**: 0.0180 hartree
**SMILES**: O=c1cc[nH]c(=O)[nH]1.CCCCC
**Total charge**: 0